(1)
Density functional theory data (ωB97M-V/def2-TZVPD) for an isolated ion of composition C5H8N and charge +1 at a distorted geometry.

Each line ends with the Mulliken charge.
Cartesian coordinates (Å):
N 0.88410 -1.30508 0.09718  -0.17
C -0.35406 -0.74337 -0.50995  -0.28
C -0.69055 0.81428 0.23846  0.36
C -0.22537 0.66345 -1.10490  -0.12
C -1.43091 -0.31157 0.63304  -0.56
C 0.57317 1.50915 -0.06581  -0.68
H 1.47219 -1.77548 -0.57141  0.35
H 1.38524 1.16215 0.49627  0.31
H -1.06779 -0.74517 1.53857  0.32
H -0.34883 1.07086 -2.12273  0.37
H 0.62224 -1.90803 0.86681  0.36
H -2.39263 -0.61101 0.29764  0.25
H 1.26896 -0.35434 0.48103  0.22
H 0.30425 2.53415 -0.27419  0.28

Cartesian forces (eV/Å) of the 3 atoms listed first:
N -0.21 3.41 1.31
C -1.48 1.47 -0.02
C -0.50 -0.35 -2.39

The value obtained for the total energy is -6791.8414 eV. As for the HOMO energy: -13.4 eV. Its spin multiplicity is 1. As for the frontier orbital gap: 9.6919 eV. Its SMILES is [NH3+][C@]12C[C@]13C[C@H]32. The value obtained for the maximum force is 0.0712 Eh/bohr. As for the charge: +1.

***

(2)
Density functional theory data (ωB97M-V/def2-TZVPD) for a 5-piece molecular cluster, C47H92N4O6PS overall at a distorted geometry.

Each line ends with the Mulliken charge.
Cartesian coordinates (Å):
S 7.43585 0.10214 -6.32951  -0.45
P 5.68946 -0.88653 -5.44379  0.67
O -7.02983 1.22282 8.34041  -0.52
O -2.19824 -2.16529 -2.60980  -0.61
O 6.41566 3.90354 -12.29077  -0.59
O -2.74795 -2.16897 3.93272  -0.47
O 4.75956 -0.46652 -6.88980  -0.66
O 3.60154 -1.32286 -3.55209  0.04
N -7.27943 1.22002 9.64147  0.36
N -2.01886 -1.73385 -1.36915  0.49
N 7.30897 3.10470 -11.72134  0.39
N -3.36006 -2.31250 5.10729  0.26
C 4.18887 -1.87060 -4.77033  -1.12
C -0.36711 0.09483 -1.91188  -0.92
C 5.55753 -2.80539 0.02994  -0.77
C 4.22023 -1.77259 -2.40580  0.41
C -3.21695 -0.52244 0.44425  -2.10
C 6.35025 1.02480 -2.34570  -1.33
C 4.28096 -3.20171 -2.06902  -0.19
C 4.93156 -3.73965 -0.89735  0.52
C 5.50471 -1.39723 -0.28656  -0.67
C -5.91257 3.33517 9.60480  -1.96
C -0.20811 -1.19489 0.25290  -1.99
C 4.85557 -0.83956 -1.48499  0.11
C -9.78592 1.40230 9.45619  -1.27
C -7.17612 2.62669 10.12936  1.87
C 8.66161 3.67374 -11.98684  1.87
C 6.91956 2.92851 -10.28817  1.77
C 4.95368 0.70607 -1.65644  0.54
C -1.40687 1.14534 -1.53090  -0.70
C -5.65504 -2.85212 4.20086  -1.27
C -5.52079 -4.28211 4.71602  -0.45
C -8.39938 3.47802 9.74382  -1.25
C -4.86881 -0.48521 4.23656  -1.44
C -3.08362 -0.73030 -1.08020  2.05
C 5.42489 2.59551 -10.12989  -1.81
C -8.58502 0.52811 9.85171  1.76
C -5.38544 -1.56213 6.35444  -2.13
C 3.71586 1.37320 -2.35671  -0.82
C -0.60373 -1.27116 -1.24373  1.90
C 8.66631 4.67287 -9.62622  -0.50
C 0.39696 -2.27728 -1.84146  -1.69
C -9.73212 2.80316 10.05629  -0.50
C -1.69925 -4.17892 5.39790  -1.85
C 7.62773 1.69338 -9.69174  -1.39
C 9.74181 2.58489 -11.76579  -1.85
C -2.82085 0.62187 -1.76253  -1.48
C -3.16511 -3.72770 5.53928  1.74
C -8.66698 -0.80083 9.07728  -1.88
C -8.72467 0.09548 11.32808  -1.77
C -4.77443 -1.84206 4.95838  2.29
C -4.05804 -4.70957 4.76395  -1.31
C 8.84317 4.08473 -13.46067  -1.87
C 4.95115 -5.30096 -0.70153  -1.22
C 7.24074 4.16616 -9.43609  -1.30
C 8.97251 4.89661 -11.10505  -1.27
C -4.47970 -1.22761 -1.49968  -1.91
C -3.44103 -3.86332 7.05329  -1.67
C -6.99944 2.63640 11.66898  -1.82
H -4.26347 0.27276 4.74026  0.48
H 9.38172 3.97173 -9.18706  0.31
H -4.49267 -3.78414 7.31813  0.29
H 5.19446 2.36042 -9.08894  0.40
H -10.54923 3.40512 9.64964  0.38
H -5.81916 4.32758 10.05085  0.46
H 0.27375 -3.26759 -1.39429  0.50
H -6.45830 1.75184 12.01162  0.35
H 0.30361 -2.37463 -2.92400  0.37
H -2.98692 0.53081 -2.84203  0.39
H -4.58461 -1.32211 -2.58157  0.40
H 3.85993 1.57042 -3.45035  0.28
H -8.89628 0.92097 12.01451  0.31
H -4.70338 -2.19721 -1.04699  0.41
H -4.55321 -0.54128 3.19561  -0.08
H 4.46757 -2.95629 -4.70496  0.38
H 3.42939 2.36679 -1.90538  0.44
H 0.85796 -1.38360 0.39476  0.51
H 4.77640 3.42767 -10.41153  0.37
H -5.39263 -2.84457 3.13652  0.31
H 6.89729 0.08628 -2.63253  0.31
H 6.54649 4.97799 -9.68412  0.39
H 7.07706 3.94102 -8.37861  0.39
H 5.96760 -5.55480 -0.30500  0.35
H -9.58058 -1.33949 9.33768  0.44
H -7.83964 -0.45123 11.66102  0.38
H -7.82063 -1.44891 9.31894  0.47
H 6.01861 -0.69773 0.41873  0.26
H 10.02400 5.17849 -11.21639  0.34
H 7.00860 1.50790 -1.56371  0.33
H 5.25691 0.31947 -4.75763  -0.73
H 5.00314 1.14011 -0.61758  0.60
H -3.31393 -1.47714 0.96668  0.46
H 7.50634 1.42241 -5.96530  0.04
H -6.42006 3.50041 12.00027  0.48
H 1.42336 -1.95536 -1.65339  0.23
H -8.37057 3.70019 8.67103  0.42
H 8.38859 5.75799 -11.45013  0.39
H 6.51262 -1.29633 -4.31037  0.17
H 4.11635 -5.65709 -0.05477  0.25
H 4.89737 -5.73616 -1.73222  0.33
H -6.07617 -4.95873 4.06069  0.40
H -9.89861 2.76226 11.13689  0.31
H 7.21215 1.45029 -8.71098  0.13
H 3.79942 -3.93092 -2.76561  0.18
H -8.69024 -0.65650 7.99609  0.34
H 0.62899 0.46569 -1.65759  -0.04
H -2.88538 -3.11360 7.62093  0.37
H -3.69062 -4.81187 3.73669  0.34
H -1.37756 -4.24238 4.35761  0.33
H -7.94445 2.69632 12.20871  0.31
H 3.38244 -1.81031 -5.55439  0.32
H -6.13900 -0.77312 6.31426  0.55
H -8.35659 4.44399 10.25485  0.34
H -0.39134 -0.21567 0.69595  0.29
H -1.24979 2.04687 -2.12962  0.45
H -5.01174 2.77060 9.85844  0.45
H -3.98971 -5.70631 5.20997  0.39
H -5.97898 -4.37861 5.70506  0.30
H -2.38898 0.02623 0.88581  0.28
H -0.37903 -0.02071 -3.00158  0.58
H -3.12398 -4.84514 7.41394  0.45
H 10.13228 2.56899 -10.74909  0.32
H -9.58325 -0.56894 11.45297  0.45
H 6.28651 1.73258 -3.20637  0.29
H 10.61033 2.74553 -12.40905  0.48
H 8.63808 3.24549 -14.13050  0.44
H 7.49062 0.81665 -10.32867  0.37
H -5.89487 -2.42683 6.78080  0.17
H -0.73660 -1.94777 0.84239  0.41
H 5.15046 1.72685 -10.73289  0.44
H -3.54220 1.36463 -1.40742  0.37
H 6.12467 -2.10754 -6.10936  -0.03
H 8.69364 1.83305 -9.52612  0.22
H 8.20171 4.91969 -13.74745  0.36
H 8.79463 5.61294 -9.08182  0.39
H 9.86982 4.41128 -13.64183  0.44
H -1.56257 -5.17445 5.82583  0.42
H -5.89994 -0.12563 4.22239  0.45
H 4.03063 0.12753 -6.63101  0.23
H -9.83547 1.49213 8.36518  0.37
H -1.02628 -3.49746 5.92422  0.45
H 2.82364 0.69228 -2.26826  -0.38
H -5.25001 -0.52490 -1.17365  0.40
H -1.27965 1.45155 -0.48806  0.31
H -6.70384 -2.54681 4.25692  0.36
H -4.10905 0.06570 0.67760  0.53
H -10.71685 0.91567 9.76180  0.38
H 9.35825 1.59147 -12.00656  0.34
H -4.62405 -1.22381 7.06041  0.37
H -5.93189 3.48636 8.52456  0.36
H 6.05129 -3.21655 0.93483  0.32

Cartesian forces (eV/Å) of the 3 atoms listed first:
S 1.74 0.88 -0.52
P -1.45 -0.78 0.76
O 0.40 -0.44 1.18

The value obtained for the total energy is -88591.9711 eV. As for the HOMO energy (spin up / spin down): -4.3 / -4.3 eV. The expectation value of S² is 6.02. Its spin multiplicity is 5. As for the frontier orbital gap (spin up / spin down): 5.7233 / 4.9786 eV. The value obtained for the maximum force is 0.0703 Eh/bohr. As for the charge: -1.